# 1
{"formula": "C4H3N3", "method": "ωB97M-V with the def2-TZVPD basis set", "elements": ["N", "C", "C", "N", "C", "C", "N", "H", "H", "H"], "coordinates": [[3.272909, -0.537844, 0.201840], [2.123506, -0.501917, 0.083745], [0.685505, -0.442988, -0.064837], [-0.041877, -1.459170, -0.525506], [-1.361287, -1.067465, -0.555095], [-1.372874, 0.358540, -0.039130], [0.024445, 0.659410, 0.258287], [-1.998296, 0.431347, 0.859074], [-1.768873, 1.039219, -0.802315], [0.436838, 1.520865, 0.583937]], "forces_ev_per_angstrom": [[-1.172, 0.056, -0.110], [1.060, -0.070, 0.099], [-0.082, 0.244, 0.070], [-0.236, 0.119, 0.010], [0.311, 0.167, 0.111], [-0.072, -0.058, -0.031], [0.145, -0.216, -0.090], [0.062, -0.014, -0.136], [0.006, -0.111, 0.094], [-0.021, -0.119, -0.017]], "largest_force_ev_per_a": 1.179, "e_homo_ev": -8.5, "molar_mass_g_mol": 93.1, "lumo_ev": -1.077, "homo_lumo_gap_ha": 0.274, "de_lowest_kj_mol": 305.86}

# 2
{"formula": "C20H42F9NO7PS2", "method": "ωB97M-V with the def2-TZVPD basis set", "elements": ["F", "C", "F", "C", "C", "C", "P", "S", "C", "N", "C", "C", "O", "C", "F", "F", "S", "F", "F", "F", "F", "F", "H", "H", "H", "H", "H", "H", "H", "H", "H", "H", "H", "H", "H", "H", "C", "O", "C", "C", "O", "C", "C", "O", "C", "H", "H", "H", "H", "H", "H", "H", "H", "H", "H", "H", "H", "H", "H", "C", "O", "C", "C", "O", "C", "C", "O", "C", "H", "H", "H", "H", "H", "H", "H", "H", "H", "H", "H", "H", "H", "H"], "coordinates": [[-1.666538, 0.191728, -2.516801], [-1.427454, -0.168511, -1.212807], [-2.516381, -0.856135, -0.781206], [-1.223358, 1.106387, -0.415465], [-0.359583, 2.139727, -1.149657], [0.738572, 2.802940, -0.293443], [2.446799, 2.276049, -0.825974], [2.737859, 2.372938, -2.730885], [0.687766, 4.328403, -0.503525], [1.263533, 4.996442, 0.711136], [0.399220, 4.762526, 1.919149], [-0.262826, 3.396040, 1.755393], [0.674676, 2.554006, 1.102198], [-0.226660, -1.146794, -1.323695], [0.778693, -0.539260, -2.015361], [-0.643594, -2.239230, -2.018125], [0.510486, -1.745040, 0.327832], [-0.030340, -3.208926, 0.159972], [-0.815100, -1.343829, 1.094989], [1.066947, -0.259201, 0.547212], [1.854784, -2.139937, -0.408810], [1.156401, -2.128175, 1.704531], [-2.224735, 1.509460, -0.311153], [-0.882257, 0.885803, 0.583972], [0.121460, 1.733110, -2.030962], [-1.008813, 2.915417, -1.535314], [2.691490, 1.054290, -0.188584], [3.271380, 3.193420, -0.133424], [-0.326735, 4.697772, -0.588686], [1.219612, 4.632467, -1.398594], [1.321547, 5.995261, 0.530735], [2.209801, 4.661073, 0.872403], [1.049546, 4.723621, 2.780050], [-0.358377, 5.528291, 2.006234], [-0.482468, 2.968130, 2.723473], [-1.181431, 3.448869, 1.177825], [2.643204, -3.525223, -4.208275], [1.559035, -3.648277, -5.098777], [0.712743, -2.512458, -5.110454], [0.079052, -2.307384, -6.467535], [0.954707, -1.789901, -7.453973], [1.903045, -2.669583, -8.040549], [1.318943, -3.652591, -9.028952], [0.640471, -4.705877, -8.366389], [-0.423389, -5.240973, -9.122398], [2.305071, -3.530265, -3.164425], [3.299216, -4.378229, -4.368956], [3.211172, -2.607157, -4.400619], [1.275806, -1.610883, -4.838605], [-0.081428, -2.666017, -4.371875], [-0.689260, -1.538940, -6.348842], [-0.417806, -3.217232, -6.808349], [2.491897, -3.185959, -7.281188], [2.579151, -2.016366, -8.596353], [2.137573, -4.080512, -9.622856], [0.639118, -3.120365, -9.703904], [-1.131716, -4.457788, -9.416020], [-0.943198, -5.959608, -8.492008], [-0.057230, -5.754136, -10.018335], [-3.531837, -1.623880, 6.481538], [-2.291430, -0.997100, 6.731375], [-1.549019, -0.734279, 5.559147], [-0.675096, 0.488519, 5.726913], [-1.377239, 1.727415, 5.688129], [-2.178441, 2.067805, 6.816224], [-1.396522, 2.462161, 8.048445], [-0.842528, 1.328603, 8.687989], [0.352888, 1.608996, 9.383619], [-3.393976, -2.645219, 6.111313], [-4.075088, -1.660238, 7.422968], [-4.124322, -1.052202, 5.758002], [-2.218195, -0.584697, 4.703074], [-0.903962, -1.598714, 5.349128], [-0.000853, 0.522854, 4.865887], [-0.055241, 0.410812, 6.620610], [-2.893152, 1.277966, 7.045277], [-2.746719, 2.945197, 6.498582], [-2.078630, 2.963796, 8.747477], [-0.607279, 3.168976, 7.764166], [1.095395, 2.070086, 8.721346], [0.750254, 0.662792, 9.743905], [0.170889, 2.266947, 10.239897]], "forces_ev_per_angstrom": [[-0.118, -0.235, 0.317], [-0.133, 0.204, -0.427], [0.525, 0.315, -0.138], [-0.320, -0.010, -0.203], [0.189, 0.021, 0.281], [0.096, 0.390, 0.150], [0.406, -0.108, -0.929], [-0.122, 0.006, 0.159], [-0.035, -0.082, -0.012], [-0.397, 0.403, -0.344], [-0.229, -0.861, 0.150], [0.300, -0.027, -0.201], [0.062, -0.291, 0.146], [0.074, -0.938, -0.795], [-0.772, -0.468, 0.561], [0.550, 1.058, 0.602], [0.099, -0.522, -0.313], [0.033, 0.151, 0.000], [-0.172, 0.013, 0.215], [0.143, 0.242, 0.061], [-0.079, 0.004, 0.073], [0.052, -0.124, -0.024], [-0.269, 0.009, 0.029], [0.147, -0.038, 0.079], [0.041, -0.188, -0.180], [-0.182, 0.170, -0.117], [-0.043, 0.169, 0.185], [-0.138, -0.138, 0.380], [-0.236, 0.011, 0.008], [0.253, 0.057, -0.115], [0.185, 0.155, 0.011], [0.133, -0.119, 0.107], [0.123, 0.322, 0.231], [0.105, 0.436, -0.011], [-0.082, -0.095, 0.238], [-0.240, 0.054, -0.024], [-0.105, -0.070, -0.010], [0.202, 0.138, -0.188], [0.016, -0.188, 0.020], [-0.116, 0.034, -0.056], [0.017, 0.062, 0.020], [0.088, 0.033, -0.022], [0.049, -0.202, 0.045], [-0.185, 0.216, 0.108], [0.101, -0.059, 0.041], [0.043, 0.047, 0.030], [-0.031, -0.039, 0.022], [-0.015, 0.016, 0.047], [0.024, 0.014, -0.013], [-0.082, 0.137, 0.027], [-0.007, 0.001, 0.006], [0.121, -0.109, 0.042], [-0.089, -0.119, 0.040], [-0.007, 0.013, 0.004], [-0.003, 0.100, -0.098], [-0.018, 0.012, -0.001], [0.017, -0.010, -0.057], [0.038, -0.035, 0.002], [-0.052, 0.028, -0.043], [0.095, -0.069, 0.049], [-0.136, 0.279, -0.041], [0.031, -0.179, 0.180], [0.072, 0.051, -0.078], [0.083, -0.001, -0.099], [-0.104, 0.105, -0.021], [-0.047, -0.143, 0.184], [0.170, -0.033, -0.274], [-0.121, -0.039, 0.059], [-0.048, 0.004, -0.049], [0.037, -0.030, 0.028], [0.007, -0.032, -0.032], [-0.022, 0.024, -0.018], [0.016, 0.029, -0.159], [-0.010, 0.000, -0.013], [-0.133, -0.057, 0.118], [0.089, -0.100, 0.085], [0.013, -0.002, -0.018], [0.018, 0.140, -0.059], [0.019, 0.011, -0.011], [-0.004, 0.051, 0.031], [-0.039, -0.012, 0.033], [0.060, 0.042, -0.013]], "largest_force_ev_per_a": 1.336, "e_homo_ev": -10.4, "molar_mass_g_mol": 674.6, "lumo_ev": -3.474, "homo_lumo_gap_ha": 0.255, "total_charge": 1, "de_lowest_kj_mol": 0.00}